# 1
Molecular formula: C4H3N3O6
Method: DFT, ωB97M-V with the def2-TZVPD basis set

```
16
Properties=species:S:1:pos:R:3:forces:R:3
N -0.892643 0.525195 -0.624513 -0.571 -0.123 -0.002
O -2.232078 -1.282089 -1.052869 -1.516 -0.742 -0.655
O -4.194796 0.697037 -0.064942 -0.185 1.333 0.728
O 0.680055 2.110353 -0.450082 1.207 1.642 0.192
H -0.223625 -2.662036 -0.213046 -1.097 -2.505 -0.207
H 2.138010 0.403825 0.283526 2.002 0.519 0.517
C -4.545752 -0.497070 -0.410185 -0.263 -1.679 0.005
C -1.224080 -0.827024 -0.652679 2.620 0.639 0.601
C 0.285282 0.897559 -0.257865 -1.115 -2.225 -0.987
O 1.775753 -2.076221 0.896889 -0.601 0.715 -0.638
O -4.406379 -0.984528 0.839332 -0.964 -1.213 -1.198
N 1.235654 0.065704 0.194393 -1.553 -1.437 0.478
C 0.981977 -1.330926 0.353039 1.748 0.908 0.619
N -0.177138 -1.700795 -0.210129 -0.139 2.194 0.104
O -4.144296 0.296998 1.333130 0.985 1.666 0.512
H 0.125003 2.510237 -1.121001 -0.559 0.308 -0.070
```
Forces are in eV/Å.

Output
E_LUMO   0.22 eV
Energy relative to the best compared isomer or geometry (same formula, charge and spin)   15.2 kcal per mole
Orbital gap   10.39 eV
Maximum force   2.76 eV Å⁻¹

# 2
Molecular formula: C4H3N3S
Method: DFT, ωB97M-V with the def2-TZVPD basis set

```
11
Properties=species:S:1:pos:R:3:forces:R:3
C -3.205601 -0.842293 -0.138410 -4.832 1.770 0.135
H 2.500845 0.399911 0.418504 -3.488 -2.027 -2.208
N 0.589731 2.164354 -0.335709 2.099 -3.467 0.983
N 1.551239 -0.119962 -0.053796 3.422 1.682 1.258
C -1.943720 -0.133478 0.182376 -1.304 -1.677 -2.043
H 1.921040 -2.168402 1.065233 -0.431 0.161 -1.878
N -4.404457 -0.995734 -0.347494 7.230 0.315 1.128
S 1.741559 -1.898522 -0.331991 -0.289 2.174 2.219
C 0.542812 0.818307 -0.370097 -1.340 1.963 2.509
C -0.856940 0.310339 -0.138699 0.591 -0.332 -0.672
H 1.563488 2.465482 0.050085 -1.659 -0.562 -1.431
```
Forces are in eV/Å.

Output
E_LUMO   -0.61 eV
SMILES   [H]/N=C(/C#CC#N)NS
Energy relative to the best compared isomer or geometry (same formula, charge and spin)   115.9 kcal per mole
Orbital gap   9.11 eV
Maximum force   7.32 eV Å⁻¹

# 3
Molecular formula: C4H3NO
Method: DFT, ωB97M-V with the def2-TZVPD basis set

```
9
Properties=species:S:1:pos:R:3:forces:R:3
C 0.432347 0.380736 1.153311 0.668 0.012 -3.351
C 0.193548 0.475453 -0.299325 -3.799 -4.574 0.866
N -2.850932 -0.666806 -1.645921 -2.642 -0.667 -0.937
C 1.123533 -0.476372 -0.006923 1.229 -0.976 0.766
C -1.792429 -0.450650 -1.304328 4.759 1.766 2.170
H 0.886733 1.247855 1.456529 0.511 1.971 1.784
H -0.029940 -0.357113 1.699874 -0.966 -1.244 1.592
O 1.867434 -1.380739 -0.119153 -0.112 -0.073 -0.339
H 0.169706 1.227637 -0.934064 0.352 3.785 -2.551
```
Forces are in eV/Å.

Output
E_LUMO (alpha / beta)   -2.65 / -2.65 eV
Energy relative to the best compared isomer or geometry (same formula, charge and spin)   123.4 kcal per mole
Orbital gap (alpha / beta)   7.58 / 7.58 eV
Maximum force   6.01 eV Å⁻¹

# 4
Molecular formula: C4H3NO
Method: DFT, ωB97M-V with the def2-TZVPD basis set

```
9
Properties=species:S:1:pos:R:3:forces:R:3
O -1.971790 -0.072598 0.114348 1.677 -0.917 -0.022
C -0.775896 -0.098100 -0.056191 -1.807 1.599 -0.938
N 0.109536 -1.327220 -0.074170 0.902 3.292 0.185
C 1.282572 -0.744741 0.002520 0.153 -1.819 1.144
C 1.308303 0.742081 0.021939 -0.002 5.834 0.921
H 2.304843 1.513194 0.403649 -2.968 -2.960 -1.486
H -0.556140 2.347632 0.224177 2.096 -2.872 -1.682
H 2.219064 -1.379022 0.283755 -1.671 1.224 -1.047
C 0.024988 1.332346 -0.186131 1.621 -3.381 2.924
```
Forces are in eV/Å.

Output
E_LUMO   -1.27 eV
SMILES   O=C1C=CC=N1
Energy relative to the best compared isomer or geometry (same formula, charge and spin)   53.0 kcal per mole
Orbital gap   8.79 eV
Maximum force   5.91 eV Å⁻¹

# 5
Molecular formula: C4H3NO
Method: DFT, ωB97M-V with the def2-TZVPD basis set

```
9
Properties=species:S:1:pos:R:3:forces:R:3
C -1.296071 0.306340 0.929658 1.234 0.226 0.807
H -0.374178 -1.634440 -0.706776 -0.740 -0.294 0.230
C -0.066257 0.448285 -0.211017 0.468 0.857 -0.777
C -0.862700 -0.679834 -0.512512 1.650 -0.172 0.177
H 1.857191 1.214980 0.521484 0.126 -1.118 -0.430
O 1.762225 -0.877611 0.372638 0.251 1.173 -0.213
C 1.341542 0.249096 0.204171 0.135 0.035 0.913
H -0.350545 1.353314 -0.719287 0.105 0.387 0.122
N -2.011210 -0.380128 0.121645 -3.229 -1.094 -0.830
```
Forces are in eV/Å.

Output
E_LUMO   -0.47 eV
SMILES   O=C[C@@H]1C2=N[C@H]21
Energy relative to the best compared isomer or geometry (same formula, charge and spin)   84.0 kcal per mole
Orbital gap   9.02 eV
Maximum force   3.51 eV Å⁻¹

# 6
Molecular formula: C4H3NO
Method: DFT, ωB97M-V with the def2-TZVPD basis set

```
9
Properties=species:S:1:pos:R:3:forces:R:3
C 2.315885 -0.025613 -0.286411 -0.427 -0.161 0.096
H 3.320972 0.306540 -0.427377 -0.179 -0.071 0.027
C -1.215576 0.165736 0.196288 0.187 -0.195 0.293
N -0.967900 -0.317986 1.323295 -0.172 0.410 -0.492
H -0.453428 -1.802501 -0.327530 0.099 0.017 0.197
H -2.100704 1.824714 0.073318 -0.297 0.071 0.270
C -0.192493 -0.817149 0.049700 0.154 -0.207 -0.262
C 1.184897 -0.403312 -0.114994 0.482 0.100 -0.078
O -1.891652 1.069575 -0.486292 0.154 0.036 -0.051
```
Forces are in eV/Å.

Output
E_LUMO   0.47 eV
SMILES   C#C[C@H]1N=C1O
Energy relative to the best compared isomer or geometry (same formula, charge and spin)   59.8 kcal per mole
Orbital gap   10.14 eV
Maximum force   0.66 eV Å⁻¹